Entry 1:
Below is a cluster of 3 separate species, C5H16NO2 in total in a non-equilibrium geometry, with properties calculated with wB97M-V/def2-TZVPD.

Structure (ORCA input):
```
! wB97M-V def2-TZVPD RIJCOSX def2/J DEFGRID3
* xyz 0 2
C -2.83 1.40 -1.86
C -2.05 0.40 -2.66
C -1.37 -0.60 -1.73
C -0.95 0.06 -0.45
C 0.39 -0.04 -0.20
N 1.05 0.39 1.09
H -3.54 0.73 -1.29
H -2.35 1.82 -0.93
H -3.54 1.92 -2.50
H -2.73 0.05 -3.56
H -1.35 1.09 -3.24
H -2.18 -1.39 -1.55
H -0.45 -1.13 -2.14
H -1.72 0.54 0.32
H 1.05 -0.26 -1.03
H 0.61 1.27 1.46
H 0.73 -0.32 1.71
H 2.07 0.52 1.21
H 0.60 -1.51 4.00
H -0.42 -2.55 3.05
O 0.35 -1.93 3.11
H 4.63 -0.37 1.53
H 5.03 0.95 0.95
O 4.28 0.51 1.36
*
```

The relative energy (zero: lowest compared OMol25 entry of this formula, charge and spin) comes out at 325.33 kJ/mol. The HOMO energy (spin up / spin down) is -2.977 / -8.840 eV. Its expectation value of S² is 0.753.

Atom charges from the Mulliken analysis, given in e for atoms 1 to 2: -1.181, -0.415

***

Entry 2:
Below is a cluster of 3 separate species, C31H55Cl3N4O6P in total in a non-equilibrium geometry, with properties calculated with wB97M-V/def2-TZVPD.

Structure (ORCA input):
```
! wB97M-V def2-TZVPD RIJCOSX def2/J DEFGRID3
* xyz 1 1
C 6.11 0.32 0.50
C 4.65 0.21 -0.18
C 4.10 1.59 -0.83
C 3.89 -1.00 -0.18
C 2.96 -1.37 -1.45
C 1.73 -2.36 -1.03
C 0.55 -2.45 -2.09
C 0.83 -1.65 -3.48
C -0.92 -2.07 -1.61
C -1.12 -1.31 -0.24
C -0.82 0.24 -0.14
Cl 0.88 0.54 0.60
C -1.81 0.82 1.04
C -1.59 0.03 2.41
C -1.28 0.84 3.73
O -2.13 0.37 4.82
C 0.25 0.51 4.23
N 0.27 -0.46 5.37
N -1.89 2.30 1.11
P -3.39 2.91 2.00
O -2.95 3.95 3.28
O -4.34 1.59 2.52
C -1.77 3.07 -0.18
C -2.38 4.54 -0.08
C -3.59 5.16 -0.75
C -3.93 6.61 -0.51
N -3.32 7.59 0.30
C -2.20 6.98 0.90
C -1.64 5.58 0.79
C -2.00 2.27 -1.53
C -3.36 1.52 -1.80
C -4.66 1.89 -0.98
N -5.66 1.03 -1.06
C -1.67 3.25 -2.79
C -1.55 2.51 -4.19
O -0.60 1.88 -4.65
Cl -3.01 2.66 -5.32
C -0.86 1.09 -1.51
Cl 0.83 1.77 -1.89
H 6.60 1.30 0.13
H 6.80 -0.53 0.20
H 5.94 0.43 1.62
H 4.92 2.38 -0.93
H 3.71 1.41 -1.90
H 3.21 1.99 -0.24
H 3.95 -1.64 0.76
H 2.61 -0.38 -1.87
H 3.60 -1.97 -2.18
H 1.46 -2.07 0.04
H 2.23 -3.40 -0.95
H 0.51 -3.55 -2.44
H 1.00 -0.54 -3.34
H 1.77 -2.14 -3.92
H -0.03 -1.92 -4.18
H -1.50 -3.06 -1.49
H -1.46 -1.58 -2.52
H -0.57 -1.92 0.57
H -2.23 -1.45 0.04
H -2.85 0.49 0.66
H -0.76 -0.77 2.36
H -2.54 -0.59 2.62
H -1.36 1.97 3.71
H -2.25 -0.60 4.75
H 0.75 1.48 4.61
H 0.91 0.15 3.36
H 1.15 -0.37 5.89
H 0.17 -1.40 4.96
H -1.11 2.63 1.72
H -1.97 4.04 3.37
H -4.66 1.75 3.44
H -0.64 3.34 -0.23
H -4.20 4.51 -1.46
H -4.85 6.99 -1.10
H -1.61 7.69 1.60
H -0.69 5.30 1.34
H -3.70 1.53 -2.91
H -3.20 0.39 -1.60
H -4.88 2.83 -0.38
H -6.45 1.41 -0.51
H -0.72 3.89 -2.60
H -2.50 4.03 -2.93
H -1.10 0.48 -2.45
C 5.72 -5.20 -1.74
C 4.35 -5.73 -2.11
O 3.43 -4.65 -2.23
H 5.68 -4.65 -0.80
H 6.44 -6.02 -1.64
H 6.09 -4.51 -2.51
H 3.98 -6.40 -1.33
H 4.38 -6.27 -3.06
H 3.76 -4.06 -2.93
C -0.10 -6.23 2.05
C -0.30 -4.72 2.05
O 0.95 -4.06 2.00
H 0.50 -6.53 2.90
H -1.06 -6.75 2.09
H 0.43 -6.55 1.15
H -0.82 -4.41 2.96
H -0.90 -4.41 1.19
H 1.40 -4.34 1.19
*
```

The HOMO energy is -9.926 eV.

Atom charges from the Mulliken analysis, given in e for atoms 1 to 2: -1.231, 0.386

***

Entry 3:
Below is a structure of composition C2H6LiO3S in a non-equilibrium geometry, with properties calculated with wB97M-V/def2-TZVPD.

Structure (ORCA input):
```
! wB97M-V def2-TZVPD RIJCOSX def2/J DEFGRID3
* xyz 1 1
C -1.33 0.27 -1.28
O -0.50 1.46 -1.04
S -0.06 1.62 0.60
O -1.42 1.94 1.33
O 0.46 0.15 1.30
C 1.48 -0.53 0.48
H -2.08 0.53 -2.14
H -0.62 -0.59 -1.72
H -1.95 -0.10 -0.35
H 2.58 -0.40 0.85
H 1.42 -0.27 -0.68
H 1.23 -1.69 0.54
Li 0.79 -2.38 2.11
*
```

The relative energy (zero: lowest compared OMol25 entry of this formula, charge and spin) comes out at 157.31 kJ/mol. The HOMO energy is -13.764 eV.

Atom charges from the Mulliken analysis, given in e for atoms 1 to 2: -0.558, -0.258

***

Entry 4:
Below is a cluster of 2 separate species, H5N3 in total in a non-equilibrium geometry, with properties calculated with wB97M-V/def2-TZVPD.

Structure (ORCA input):
```
! wB97M-V def2-TZVPD RIJCOSX def2/J DEFGRID3
* xyz 0 1
H 2.46 0.21 0.82
N 2.03 1.15 0.87
N 1.12 1.30 0.05
H 0.59 0.34 -0.19
N -1.33 -0.59 -0.29
H -1.02 -1.55 -0.52
H -2.04 -0.67 0.43
H -1.80 -0.20 -1.18
*
```

The relative energy (zero: lowest compared OMol25 entry of this formula, charge and spin) comes out at 29.60 kJ/mol. The SMILES is [H]/N=N\[H].N. The HOMO energy is -8.545 eV.

Atom charges from the Mulliken analysis, given in e for atoms 1 to 2: 0.198, -0.247